No. 1
This record from the OMol25 dataset describes C30H29F3N12ORbS2 as an isolated structure. The level of theory is ωB97M-V/def2-TZVPD.

The calculation puts the energy above the lowest of the compared OMol25 structures with the same formula, charge and spin at 183.8 kJ/mol. The total energy comes out at -3013.174169 Eh. Its LUMO energy is 0.0820 Ha. The HOMO-LUMO gap comes out at 0.2397 Ha. The charge is -1.

Element x y z (Å)
Rb 0.0266 -0.4444 -0.1467
O -0.6348 1.0197 -4.6070
C -0.8722 0.8476 -3.4301
N -0.2422 1.2577 -2.3827
C 0.8706 2.1417 -2.6137
C 0.7783 3.1923 -1.5249
C 0.4247 4.4840 -1.9581
C 0.2637 5.4189 -0.9708
C 0.5010 4.9987 0.3323
C 0.9070 3.7398 0.6237
N 1.0600 2.8054 -0.2767
C -2.1267 0.0221 -3.1694
C -2.8648 -0.4437 -4.2705
C -4.0529 -1.1186 -4.0511
C -4.3629 -1.4920 -2.7579
C -3.6199 -0.9720 -1.7393
N -2.5678 -0.2476 -1.9128
H 0.8664 2.6044 -3.5783
H 1.8924 1.5897 -2.5659
H 0.2299 4.6378 -2.9956
H 0.0171 6.4777 -1.1090
H 0.3624 5.7347 1.0873
H 1.1357 3.4702 1.6441
H -2.5736 -0.1127 -5.3019
H -4.5555 -1.4219 -4.9593
H -5.2558 -2.0570 -2.5506
H -4.0224 -1.1101 -0.7082
F -0.4341 -5.4993 -1.1906
C -0.8962 -4.3500 -1.5830
F -1.6736 -4.5833 -2.6963
F -1.7201 -3.8924 -0.6138
C 0.1076 -3.2960 -2.0020
C -0.0298 -2.6780 -3.2133
C 0.8822 -1.7479 -3.6841
C 2.0042 -1.5577 -2.8400
N 2.1714 -2.1719 -1.6955
C 1.2734 -3.0824 -1.2450
S 1.6723 -3.8386 0.2703
H -0.9382 -2.7509 -3.7841
H 0.7370 -1.1464 -4.5940
H 2.7949 -0.8738 -3.0197
N -2.3190 2.6951 -0.5850
C -2.3509 2.7694 0.7120
N -2.8635 3.9208 1.2509
C -2.8754 3.8424 2.5905
N -3.0941 5.0120 3.1910
N -2.7103 2.7914 3.3487
C -2.1868 1.7283 2.6795
N -1.9275 1.7160 1.4269
C -1.9862 0.4700 3.4286
C -2.5158 0.1509 4.6391
C -2.1995 -1.0496 5.2570
C -1.3975 -1.9110 4.5837
C -0.9069 -1.5511 3.3161
N -1.2142 -0.4544 2.7805
H -2.7008 3.4348 -1.0840
H -1.9218 1.9218 -1.0990
H -3.0563 5.9053 2.7217
H -3.2132 4.9333 4.1818
H -3.1713 0.8675 5.1319
H -2.6000 -1.2412 6.2364
H -1.1848 -2.9711 4.9090
H -0.3460 -2.3147 2.7442
C 4.2502 -1.8430 3.5732
N 4.7488 -1.9368 2.2361
C 5.6534 -2.9962 1.7463
C 5.3865 -3.0657 0.2392
N 4.5566 -1.9191 -0.0109
C 4.1296 -1.3563 1.1867
S 3.0836 -0.0992 1.3880
H 4.6887 -1.0935 4.2287
H 4.4011 -2.7803 4.0914
H 3.1629 -1.6379 3.5118
H 5.5570 -3.8185 2.2056
H 6.6805 -2.7033 1.9617
H 4.8545 -4.0049 -0.0015
H 6.3280 -3.0355 -0.2561
H 3.7252 -1.9291 -0.6773



No. 2
This record from the OMol25 dataset describes C30H29IN2SiSn as an isolated structure. The level of theory is ωB97M-V/def2-TZVPD.

The total energy comes out at -2071.623644 Eh. Its LUMO energy is -0.0305 Ha. The HOMO-LUMO gap comes out at 0.2136 Ha. The charge is 0.

Element x y z (Å)
C 2.8321 4.2644 -0.6652
C 3.9631 3.2978 -1.0171
H 2.5596 4.9179 -1.5025
H 3.0938 4.9124 0.1876
H 1.9287 3.7223 -0.3572
H 3.6348 2.5169 -1.7131
H 4.7818 3.8510 -1.4918
H 4.3816 2.8364 -0.1195
C -2.6075 1.7944 -2.1351
C -3.8680 1.6422 -2.7100
C -4.1160 0.5366 -3.5208
C -3.0887 -0.3807 -3.6819
H -2.4142 2.6393 -1.4696
H -4.6311 2.3865 -2.5164
H -5.0735 0.3697 -4.0059
H -3.2529 -1.2873 -4.2567
N -1.5658 0.9585 -2.3672
C -1.8391 -0.1794 -3.0850
C -0.8184 -1.2415 -3.1407
N 0.3299 -1.0640 -2.4389
C 1.2493 -2.0384 -2.4807
C -0.0868 -3.4398 -3.8852
C 1.0969 -3.2411 -3.1819
H 2.1748 -1.8702 -1.9291
H 1.8931 -3.9786 -3.1655
C -1.0551 -2.4392 -3.8554
H -1.9933 -2.5921 -4.3916
H -0.2614 -4.3429 -4.4576
Sn 0.3633 1.6746 -1.2552
I -0.4650 4.2162 -0.3015
C -0.6212 2.9212 4.4592
C 0.5749 2.9577 3.7362
C 0.7666 2.0959 2.6527
C -0.2355 1.1944 2.2715
C -1.4112 1.1206 3.0377
C -1.6131 1.9939 4.1126
Si 0.0790 0.0192 0.8390
C 1.6785 -0.8219 1.3326
C 2.7817 -0.7847 0.4692
C 4.0250 -1.2732 0.8879
C 4.1679 -1.8307 2.1645
C 3.0585 -1.9318 3.0080
C 1.8182 -1.4360 2.5905
C -1.2289 -1.3051 0.8347
C -0.9328 -2.6246 1.2222
C -1.9507 -3.5703 1.3944
C -3.2791 -3.2188 1.1344
C -3.5794 -1.9265 0.6863
C -2.5618 -0.9798 0.5404
H -0.7651 3.6035 5.2938
H 1.3841 3.6389 4.0158
H 1.7117 2.1136 2.0940
H -2.1639 0.3693 2.8081
H -2.5334 1.9452 4.6939
H 2.6760 -0.3583 -0.5340
H 4.8858 -1.2202 0.2141
H 5.1405 -2.1859 2.5023
H 3.1441 -2.3977 3.9887
H 0.9532 -1.5234 3.2580
H 0.0958 -2.9156 1.4425
H -1.7111 -4.5706 1.7605
H -4.0795 -3.9388 1.2976
H -4.6125 -1.6386 0.4790
H -2.8082 0.0371 0.2223



No. 3
This record from the OMol25 dataset describes C30H29MgN7O7S2 as an isolated structure. The level of theory is ωB97M-V/def2-TZVPD.

The calculation puts the energy above the lowest of the compared OMol25 structures with the same formula, charge and spin at 57.0 kJ/mol. The total energy comes out at -3067.306800 Eh. Its LUMO energy is 0.1475 Ha. The HOMO-LUMO gap comes out at 0.1683 Ha. The charge is -2.

Element x y z (Å)
Mg 0.0383 -0.0461 -0.4443
N -5.9038 4.5491 3.9433
C -4.9479 4.1108 3.0016
C -5.3554 3.4985 1.8175
C -4.4172 3.0904 0.8832
C -3.0680 3.3006 1.1258
C -2.6535 3.9288 2.2896
C -3.5929 4.3315 3.2250
S -1.8623 2.7785 -0.0301
O -0.7677 3.7087 0.0872
O -2.5474 2.6718 -1.3015
N -1.3198 1.3526 0.4396
C -1.9371 0.4093 1.2313
N -1.3333 -0.8064 1.1126
C -1.7470 -1.7760 1.9046
C -2.7891 -1.5989 2.7985
C -3.3864 -0.3521 2.7882
N -2.9889 0.6575 2.0212
H -6.7562 4.0107 3.9245
H -5.5408 4.5955 4.8831
H -6.4131 3.3315 1.6359
H -4.7213 2.6087 -0.0397
H -1.5956 4.0889 2.4603
H -3.2710 4.8151 4.1416
H -1.2213 -2.7206 1.8173
H -3.1079 -2.3875 3.4640
H -4.2327 -0.1475 3.4396
O 3.0761 -0.8980 -1.9677
S 1.6497 -0.9277 -2.2259
O 1.3080 -1.4682 -3.5556
O 0.8942 -1.7010 -1.1469
O 1.0220 0.4648 -2.0671
C 1.5912 0.4920 1.3150
C 1.1871 -0.0617 2.5516
C 0.3515 0.6423 3.4783
C -0.1158 0.0705 4.6508
C 0.2099 -1.2397 5.0163
C 1.0269 -1.9554 4.1304
C 1.4986 -1.4015 2.9518
H 2.4502 0.0417 0.8192
H 1.5329 1.5767 1.2322
H 0.0699 1.6628 3.2309
H -0.7562 0.6632 5.2995
H -0.1586 -1.6821 5.9341
H 1.3041 -2.9794 4.3713
H 2.1111 -1.9972 2.2808
C -3.3217 4.8066 -3.5523
C -3.1919 3.5666 -4.4007
C -2.1917 2.6331 -4.1664
C -2.0690 1.4780 -4.9304
C -2.9870 1.2093 -5.9370
N -3.0105 0.0084 -6.7066
C -2.1878 -1.1074 -6.6031
O -1.8055 -1.7073 -7.5936
N -1.8488 -1.4686 -5.3327
C -2.4933 -1.1321 -4.1122
C -3.8171 -0.7760 -3.9694
C -4.2481 -0.3788 -2.7117
C -3.3439 -0.3171 -1.6682
N -2.0641 -0.6699 -1.8081
C -1.6661 -1.1013 -3.0026
C -3.9868 2.1438 -6.1941
C -4.0767 3.3079 -5.4443
H -2.6108 4.7906 -2.7265
H -4.3217 4.8896 -3.1202
H -3.1398 5.7117 -4.1380
H -1.4940 2.7808 -3.3483
H -1.2703 0.7875 -4.6983
H -3.3178 0.1189 -7.6598
H -1.0031 -2.0166 -5.2638
H -4.4931 -0.7740 -4.8146
H -5.2732 -0.0664 -2.5577
H -3.6556 0.0397 -0.6917
H -0.6096 -1.3563 -3.1312
H -4.7179 1.9388 -6.9705
H -4.8772 4.0118 -5.6550